(1)
DFT (ωB97M-V/def2-TZVPD) results for a structure of composition C43H45ClN4O3OsSeSi.

E_tot: -145624.430 eV
Kohn-Sham gap (alpha / beta): 8.30 / 5.53 eV
LUMO energy (alpha / beta): -0.1745 / -0.2752 hartree
Energy above the lowest of the compared OMol25 structures with the same formula, charge and spin: 0.0 kJ/mol
⟨S²⟩: 6.0207
Molar mass: 998.59 g mol⁻¹

```
! RIJCOSX wB97M-V def2-TZVPD def2/J DEFGRID3
* xyz 2 5
Os 0.02 0.35 -0.53
Se -2.24 1.08 -0.95
Cl 1.22 4.14 2.56
Si -0.56 -2.05 1.79
O 2.21 -0.43 -3.30
O 0.43 0.68 -2.51
O 1.56 3.08 -3.19
N 1.85 -0.50 -0.32
N -2.24 3.53 0.56
N -3.72 3.51 -1.01
N -1.20 -2.82 -0.97
C 3.35 -3.07 2.66
C -4.73 5.80 -0.55
C 1.52 3.28 -1.86
C -0.34 -0.22 1.43
C -2.34 -3.46 3.50
C 0.84 4.43 -1.43
C -3.87 4.73 -0.33
C 1.07 -4.39 1.81
C -2.78 5.83 1.53
C 3.38 -4.45 2.48
C -1.58 -3.02 0.37
C -2.73 2.82 -0.45
C 0.22 5.35 -2.44
C -2.70 -3.99 -2.48
C 2.20 -2.35 2.40
C 1.36 3.81 0.86
C -3.63 6.90 1.32
C -4.55 3.11 -2.16
C 6.56 -0.71 0.32
C 2.23 -5.11 2.06
C 2.04 2.70 0.43
C 4.37 -0.95 -0.63
C 7.11 -1.17 -0.88
C -0.22 -4.25 -2.73
C -1.54 -5.00 -2.56
C -3.08 -3.64 4.66
C 2.13 2.44 -0.94
C -1.71 -1.25 4.22
C 0.79 4.68 -0.07
C 6.28 -1.52 -1.95
C -2.22 -2.60 -1.98
C -3.14 -2.61 5.60
C -2.45 -1.43 5.38
C 1.59 0.60 -3.14
C 2.96 -0.74 -0.48
C 5.19 -0.59 0.45
C 2.17 1.90 -3.66
C 0.05 -3.41 -1.47
C -4.59 6.88 0.30
C 4.91 -1.42 -1.83
C 1.03 -3.00 1.96
C -2.92 4.75 0.67
C -1.65 -2.27 3.26
H -1.46 3.24 1.12
H 2.74 1.61 -1.29
H -4.53 3.90 -2.91
H -1.79 -2.04 -2.81
H 2.19 -1.28 2.56
H 4.28 -5.01 2.69
H 2.23 -6.19 1.94
H 7.21 -0.44 1.14
H -1.69 -5.69 -3.39
H 0.75 -2.61 -1.71
H -3.49 -4.36 -1.82
H -3.15 -3.83 -3.46
H 4.24 -2.56 3.02
H 4.75 -0.23 1.37
H -2.30 -4.27 2.77
H 6.72 -1.87 -2.87
H 4.25 -1.66 -2.65
H 3.24 1.89 -3.46
H 0.32 5.59 0.29
H -0.25 -3.62 -3.62
H -3.04 -2.03 -1.56
H -1.25 0.27 1.79
H -3.61 -4.57 4.83
H 0.62 -4.93 -2.85
H -4.16 2.20 -2.58
H -5.58 2.95 -1.83
H -1.41 -4.07 0.66
H -2.05 5.84 2.33
H -1.18 -0.31 4.07
H 2.54 2.05 1.15
H 1.00 5.80 -3.07
H 0.48 -4.00 -0.67
H -5.48 5.78 -1.33
H -1.50 -5.61 -1.65
H 0.48 0.12 2.07
H -0.43 4.80 -3.12
H -2.49 -0.64 6.12
H -5.24 7.74 0.17
H 0.18 -4.94 1.51
H 8.18 -1.26 -0.98
H -2.63 -2.75 0.52
H -3.73 -2.74 6.50
H -0.34 6.15 -1.96
H 2.03 1.92 -4.74
H -3.56 7.77 1.96
*
```

***

(2)
DFT (ωB97M-V/def2-TZVPD) results for a structure of composition C43H45N4O5RbS3Te.

E_tot: -101976.831 eV
Kohn-Sham gap: 4.67 eV
LUMO energy: 0.1275 hartree
Energy above the lowest of the compared OMol25 structures with the same formula, charge and spin: 0.0 kJ/mol
Molar mass: 1007.13 g mol⁻¹

```
! RIJCOSX wB97M-V def2-TZVPD def2/J DEFGRID3
* xyz -2 1
Te 0.79 1.32 4.04
Rb -0.28 0.78 0.47
S 0.72 -3.42 0.76
S -2.68 1.37 -2.11
S 1.44 3.74 1.43
O -5.83 -3.17 -3.07
O 1.79 4.73 2.44
O 2.28 2.54 1.44
O 0.02 3.40 1.37
O -7.14 -2.61 2.91
N 0.40 0.83 -2.60
N 2.21 -1.02 -0.58
N -2.69 -0.63 1.82
N -1.84 -1.56 -0.54
C -3.58 -2.58 -2.45
C -2.23 -2.38 -2.74
C 2.60 -0.13 5.83
C -0.82 -0.27 -5.97
C -2.99 -0.33 3.07
C -2.69 0.49 -4.67
C 0.82 5.24 -0.80
C 3.77 -0.45 6.50
C 2.51 0.15 -1.40
C 1.79 -3.45 -0.60
C -1.89 0.80 -3.56
C 0.01 0.05 -4.90
C -2.18 -0.04 -5.85
C 1.39 -0.12 6.53
C 2.56 -0.74 8.55
C 0.13 0.21 5.76
C -3.11 -1.81 -0.24
C 1.38 -0.43 7.88
C 1.81 4.53 -0.13
C -1.41 -1.87 -1.76
C 2.86 -4.79 -2.37
C 3.07 4.41 -0.69
C -0.49 0.57 -3.70
C 2.04 -4.67 -1.26
C 2.59 0.22 4.36
C -3.50 -1.48 1.16
C 2.37 5.73 -2.59
C 3.27 -2.45 -2.27
C 1.11 5.83 -2.02
C -4.91 -1.73 3.09
C 3.35 5.01 -1.91
C -4.50 -3.03 -3.55
C -6.05 -2.39 3.81
C -4.08 -0.85 3.75
C 0.47 2.25 -2.29
C -4.02 -2.32 -1.16
C 2.42 -2.31 -1.17
C 2.87 -0.91 0.71
C 1.72 0.23 -2.72
C 3.49 -3.67 -2.88
C 2.68 6.37 -3.92
C -4.61 -2.05 1.77
C 3.76 -0.75 7.85
H -5.06 -2.46 -0.92
H 3.11 7.37 -3.79
H 1.07 -0.11 -5.00
H -2.86 -0.28 -6.67
H 1.61 -0.77 -3.11
H 2.32 1.02 -0.78
H 3.44 0.83 4.08
H -1.84 -2.55 -3.74
H 1.77 6.48 -4.52
H 3.82 3.83 -0.17
H 2.66 0.07 1.16
H 4.34 4.90 -2.35
H 2.34 0.80 -3.44
H -0.37 -0.71 5.43
H 1.05 2.83 -3.03
H 4.71 -0.45 5.95
H -0.54 2.65 -2.23
H -2.31 0.36 3.56
H -4.44 -2.29 -4.35
H 2.50 -1.70 1.36
H 2.99 -5.77 -2.84
H 3.59 0.22 -1.64
H 2.58 -0.68 3.74
H 4.14 -3.74 -3.75
H -5.24 -2.74 1.23
H 3.39 5.78 -4.49
H -0.17 5.28 -0.38
H 4.68 -0.99 8.37
H -0.39 -0.68 -6.87
H 0.94 2.41 -1.32
H -4.27 -0.56 4.78
H -0.36 -1.68 -1.95
H -6.42 -3.14 -3.83
H 1.54 -5.55 -0.86
H -0.57 0.79 6.36
H 0.32 6.36 -2.56
H 2.54 -0.97 9.61
H -6.36 -1.75 4.64
H -4.14 -3.99 -3.94
H -5.71 -3.34 4.23
H 0.44 -0.42 8.42
H 3.96 -1.00 0.61
H 3.77 -1.57 -2.67
H -7.81 -3.12 3.37
H -3.75 0.65 -4.57
*
```